# 1
# H4NP

A cluster of 2 separate species, H4NP in total in a non-equilibrium geometry (wB97M-V/def2-TZVPD, the Open Molecules 2025 dataset).

Geometry as ORCA input:
```
! wB97M-V def2-TZVPD RIJCOSX def2/J DEFGRID3
* xyz 0 1
N -0.665 0.077 0.025
P 0.936 -0.051 -0.137
H -1.404 -1.644 0.133
H -1.129 0.372 -0.926
H 1.250 -0.167 1.162
H 1.013 1.414 -0.257
*
```

Values from the calculation:
Relative energy (zero: lowest compared OMol25 entry of this formula, charge and spin), kJ/mol: 409.13
HOMO level (spin up / spin down), eV: -8.5 / -8.6
Kohn-Sham gap (spin up / spin down), eV: 7.6646 / 8.2379
Calculated total energy, Eh: -398.32188

Löwdin atomic charges, in units of e:
1. N -0.486
2. P 0.545
3. H 0.161
4. H 0.012
5. H -0.164
6. H -0.067

# 2
# C9H14FN4O4

A cluster of 2 separate species, C9H14FN4O4 in total in a non-equilibrium geometry (wB97M-V/def2-TZVPD, the Open Molecules 2025 dataset).

Geometry as ORCA input:
```
! wB97M-V def2-TZVPD RIJCOSX def2/J DEFGRID3
* xyz 1 1
C 0.337 0.455 -0.111
N 1.539 -0.368 -0.277
O 2.076 -0.574 -1.547
C 1.542 -1.661 -2.089
N 1.012 -2.646 -2.361
C 2.091 -0.984 0.816
N 2.176 -2.302 0.863
C 2.066 -2.846 2.265
C 1.093 -1.934 3.034
C 1.635 -0.503 3.089
N 2.501 -0.190 1.877
H 0.532 1.313 0.532
H -0.060 0.745 -1.079
H -0.416 -0.171 0.378
H 1.434 -2.695 0.283
H 3.042 -2.850 2.744
H 1.641 -3.842 2.200
H 0.117 -1.982 2.544
H 0.955 -2.365 4.026
H 2.192 -0.297 3.999
H 0.800 0.196 3.050
H 3.462 -0.413 2.129
C -3.737 3.077 -3.295
C -2.663 2.018 -3.205
O -2.179 2.192 -1.881
C -3.214 2.692 -1.135
O -3.228 2.708 0.048
O -4.197 3.146 -1.938
F -1.650 2.235 -4.076
H -3.325 4.042 -3.591
H -4.550 2.811 -3.965
H -3.025 0.995 -3.328
*
```

Values from the calculation:
HOMO level, eV: -13.9
Kohn-Sham gap, eV: 8.6832
Calculated total energy, Eh: -970.81298

Löwdin atomic charges, in units of e:
1. C 0.048
2. N -0.093
3. O 0.091
4. C -0.273
5. N 0.205
6. C -0.276
7. N 0.180
8. C -0.091
9. C -0.148
10. C -0.126
11. N 0.089
12. H 0.110
13. H 0.102
14. H 0.102
15. H 0.154
16. H 0.132
17. H 0.135
18. H 0.120
19. H 0.129
20. H 0.129
21. H 0.116
22. H 0.155
23. C -0.039
24. C -0.314
25. O 0.099
26. C -0.552
27. O 0.182
28. O 0.087
29. F 0.078
30. H 0.149
31. H 0.145
32. H 0.174

# 3
# C7H8

An isolated molecule of C7H8 (wB97M-V/def2-TZVPD, the Open Molecules 2025 dataset).

Geometry as ORCA input:
```
! wB97M-V def2-TZVPD RIJCOSX def2/J DEFGRID3
* xyz 0 1
C -1.077 -0.760 -1.064
C -0.330 0.029 -0.006
C -1.050 0.215 1.315
C 1.120 0.105 -0.056
C 2.364 -0.312 0.094
C 0.427 1.287 -0.529
C 0.272 2.466 -1.007
H -0.500 -0.821 -1.990
H -2.038 -0.281 -1.280
H -1.272 -1.776 -0.702
H -1.247 -0.761 1.773
H -0.453 0.815 2.007
H -2.009 0.719 1.152
H 2.630 -1.287 0.488
H 3.165 0.360 -0.192
*
```

Values from the calculation:
Relative energy (zero: lowest compared OMol25 entry of this formula, charge and spin), kJ/mol: 539.37
HOMO level, eV: -9.4
Kohn-Sham gap, eV: 9.2679
Calculated total energy, Eh: -271.32601

Löwdin atomic charges, in units of e:
1. C -0.024
2. C -0.415
3. C -0.024
4. C -0.221
5. C 0.094
6. C -0.294
7. C 0.201
8. H 0.093
9. H 0.091
10. H 0.088
11. H 0.088
12. H 0.093
13. H 0.091
14. H 0.066
15. H 0.073

# 4
# C23H22N2O3

An isolated molecule of C23H22N2O3 (wB97M-V/def2-TZVPD, the Open Molecules 2025 dataset).

Geometry as ORCA input:
```
! wB97M-V def2-TZVPD RIJCOSX def2/J DEFGRID3
* xyz 0 1
C 2.934 3.059 -2.972
O 1.970 2.349 -2.184
C 2.471 1.381 -1.407
O 3.646 1.112 -1.361
C 1.388 0.726 -0.578
C 1.177 1.595 0.668
N -0.044 1.206 1.351
C -0.286 1.971 2.561
C -1.557 1.537 3.252
C -1.677 1.690 4.625
C -2.847 1.324 5.279
O -2.890 1.507 6.627
C -3.907 0.787 4.567
C -3.777 0.630 3.190
C -4.872 0.063 2.446
N -5.747 -0.395 1.859
C -2.616 1.002 2.524
C 1.724 -0.739 -0.220
C 0.844 -1.726 -0.945
C -0.220 -2.292 -0.296
C -1.122 -3.153 -0.956
C -0.949 -3.438 -2.277
C 0.146 -2.888 -2.990
C 0.345 -3.181 -4.361
C 1.404 -2.658 -5.044
C 2.324 -1.821 -4.380
C 2.157 -1.518 -3.058
C 1.058 -2.033 -2.324
H 2.370 3.798 -3.532
H 3.670 3.540 -2.330
H 3.445 2.375 -3.647
H 0.461 0.769 -1.152
H 2.070 1.525 1.310
H 1.072 2.640 0.368
H -0.023 0.218 1.577
H 0.546 1.913 3.279
H -0.376 3.025 2.279
H -0.861 2.093 5.212
H -3.740 1.214 6.972
H -4.822 0.487 5.064
H -2.532 0.878 1.454
H 2.783 -0.913 -0.416
H 1.593 -0.890 0.853
H -0.382 -2.070 0.753
H -1.954 -3.575 -0.408
H -1.639 -4.088 -2.800
H -0.363 -3.833 -4.858
H 1.546 -2.889 -6.092
H 3.174 -1.424 -4.920
H 2.888 -0.892 -2.564
*
```

Values from the calculation:
Relative energy (zero: lowest compared OMol25 entry of this formula, charge and spin), kJ/mol: 182.70
HOMO level, eV: -8.2
Kohn-Sham gap, eV: 8.6098
Calculated total energy, Eh: -1224.89813
SMILES: COC(=O)[C@H](CNCc1cc(O)cc(C#N)c1)Cc1cccc2ccccc12

Löwdin atomic charges, in units of e:
1. C -0.034
2. O -0.028
3. C -0.499
4. O 0.108
5. C -0.188
6. C -0.183
7. N -0.056
8. C -0.181
9. C -0.187
10. C 0.039
11. C -0.302
12. O 0.064
13. C 0.027
14. C -0.221
15. C -0.179
16. N 0.157
17. C 0.009
18. C -0.092
19. C -0.165
20. C -0.035
21. C -0.070
22. C -0.038
23. C -0.161
24. C -0.037
25. C -0.082
26. C -0.072
27. C -0.012
28. C -0.103
29. H 0.093
30. H 0.096
31. H 0.095
32. H 0.159
33. H 0.137
34. H 0.130
35. H 0.099
36. H 0.123
37. H 0.134
38. H 0.130
39. H 0.108
40. H 0.128
41. H 0.122
42. H 0.119
43. H 0.114
44. H 0.106
45. H 0.104
46. H 0.111
47. H 0.111
48. H 0.102
49. H 0.103
50. H 0.097

# 5
# C16H19N5O2S3

A cluster of 2 separate species, C16H19N5O2S3 in total in a non-equilibrium geometry (wB97M-V/def2-TZVPD, the Open Molecules 2025 dataset).

Geometry as ORCA input:
```
! wB97M-V def2-TZVPD RIJCOSX def2/J DEFGRID3
* xyz 0 1
C 4.354 -0.744 -4.829
C 4.370 -1.645 -3.644
C 3.272 -1.456 -2.562
H 2.379 -1.524 -3.104
H 3.414 -0.263 -2.514
C 3.657 -2.272 -1.470
C 2.712 -1.936 -0.409
N 1.544 -2.937 -0.178
N 0.739 -2.475 0.737
C 0.978 -1.147 1.184
N 0.350 -0.639 2.166
C -0.881 -0.846 2.640
O -1.444 0.321 3.233
C -1.457 -2.136 2.619
H -0.984 -2.786 3.098
H -1.182 -2.379 1.563
S -3.183 -2.011 2.977
C -3.853 -1.469 1.465
C -3.676 -0.182 1.325
C -4.147 0.908 1.934
C -3.818 2.245 1.638
O -4.192 3.186 2.265
N -2.548 2.326 1.099
C -1.830 1.294 0.600
N -2.562 -0.133 0.458
S -0.582 1.718 -0.311
C -0.733 3.550 -0.010
C -1.936 3.449 0.847
C -2.201 4.940 1.321
H -1.604 5.743 1.065
H -3.367 5.031 0.903
H -2.482 4.842 2.253
H -0.048 4.096 -0.194
H -5.112 0.850 2.322
H -3.536 -2.090 0.578
H -5.048 -1.793 1.708
H 0.557 0.436 2.144
S 2.582 -0.449 0.607
H 3.495 -3.430 -1.723
H 4.692 -2.325 -0.922
H 4.454 -2.602 -3.909
H 5.726 -1.610 -3.123
H 5.214 -0.989 -5.701
H 3.444 -0.808 -5.450
H 4.473 0.142 -4.696
*
```

Values from the calculation:
Relative energy (zero: lowest compared OMol25 entry of this formula, charge and spin), kJ/mol: 1577.05
HOMO level, eV: -7.9
Kohn-Sham gap, eV: 7.4057
Calculated total energy, Eh: -2239.35335

Löwdin atomic charges, in units of e:
1. C -0.129
2. C -0.277
3. C -0.265
4. H 0.112
5. H 0.166
6. C -0.316
7. C -0.487
8. N 0.017
9. N -0.046
10. C -0.577
11. N 0.049
12. C -0.392
13. O -0.110
14. C -0.393
15. H 0.024
16. H 0.107
17. S 0.993
18. C -0.530
19. C -0.499
20. C 0.026
21. C -0.424
22. O 0.103
23. N 0.031
24. C -0.539
25. N 0.120
26. S 1.082
27. C -0.117
28. C -0.260
29. C 0.015
30. H 0.056
31. H 0.158
32. H 0.000
33. H -0.059
34. H 0.114
35. H 0.127
36. H 0.162
37. H 0.185
38. S 1.021
39. H 0.176
40. H 0.158
41. H 0.030
42. H 0.209
43. H 0.151
44. H 0.086
45. H -0.059

# 6
# C3H12BClHfO3S

A structure of composition C3H12BClHfO3S in a non-equilibrium geometry (wB97M-V/def2-TZVPD, the Open Molecules 2025 dataset).

Geometry as ORCA input:
```
! wB97M-V def2-TZVPD RIJCOSX def2/J DEFGRID3
* xyz 2 1
Hf 1.512 -0.759 -2.918
B -0.932 -1.056 -2.902
H -0.310 -1.825 -3.334
H -1.994 -1.207 -3.010
H -0.668 -1.003 -1.857
H -0.526 -0.156 -3.339
Cl 1.171 1.940 -2.387
O 2.188 -1.067 1.935
S 1.572 -0.197 0.896
O 1.334 -0.551 -0.545
O 0.086 0.323 1.469
C -1.066 -0.464 1.432
C -2.291 0.355 1.931
C 2.411 1.414 1.024
H -0.915 -1.420 1.934
H -1.275 -0.779 0.409
H -2.569 1.099 1.184
H -1.982 0.711 2.914
H -3.123 -0.349 1.943
H 1.656 2.027 0.533
H 3.411 1.388 0.590
H 2.313 1.578 2.097
*
```

Values from the calculation:
HOMO level, eV: -17.6
Kohn-Sham gap, eV: 5.5477
Calculated total energy, Eh: -1277.54270

Löwdin atomic charges, in units of e:
1. Hf 2.042
2. B -0.273
3. H -0.034
4. H 0.060
5. H -0.015
6. H -0.047
7. Cl 0.083
8. O -0.222
9. S 0.792
10. O -0.541
11. O -0.233
12. C -0.279
13. C -0.013
14. C -0.064
15. H 0.133
16. H 0.096
17. H 0.087
18. H 0.094
19. H 0.094
20. H 0.047
21. H 0.096
22. H 0.096

> Which of these has the highest calculated total energy?

C7H8

> The lowest calculated total energy belongs to which entry?

C16H19N5O2S3

> What is the formula in the fifth record?

C16H19N5O2S3

> Look up the calculated total energy of the first one.

-398.32188 Eh